Entry 1:
{
  "formula": "C4H11O2S",
  "method": "ωB97M-V/def2-TZVPD",
  "charge": 1,
  "molar_mass_g_mol": 123.20,
  "e_tot_ha": -707.2211,
  "homo_energy_ev": -13.045,
  "e_above_lowest_ev": 4.5470,
  "symbols": ["C", "C", "C", "C", "O", "O", "S", "H", "H", "H", "H", "H", "H", "H", "H", "H", "H", "H"],
  "positions_angstrom": [[2.0676, 0.5232, -0.0596], [0.0351, -1.2750, 0.7821], [-1.5551, 1.8822, 0.4285], [0.3079, -0.5698, -2.1675], [1.9366, -2.1026, -0.6226], [-2.3859, 1.3426, 1.2587], [1.1517, -0.9437, -0.5739], [1.4855, 0.7029, 0.8922], [1.8910, 1.3198, -0.6767], [3.1438, 0.5678, 0.3355], [-0.5237, -2.1673, 0.4020], [-0.6533, -0.4603, 0.9537], [0.6496, -1.3119, 1.6257], [-1.9192, 2.9651, 0.3439], [1.0120, -0.1132, -2.8875], [-0.5819, -0.0721, -1.9390], [-0.1081, -1.4886, -2.5652], [-3.0906, 1.9578, 1.4845]],
  "mulliken_charge": [-0.882, -0.926, -0.220, -0.977, -0.577, -0.335, 1.061, 0.309, 0.411, 0.329, 0.386, 0.228, 0.478, 0.180, 0.390, 0.338, 0.421, 0.385]
}

Entry 2:
{
  "formula": "C25H54BI2N6O9",
  "method": "ωB97M-V/def2-TZVPD",
  "charge": -1,
  "molar_mass_g_mol": 847.36,
  "e_tot_ha": -2611.0366,
  "homo_energy_ev": -5.091,
  "symbols": ["C", "C", "O", "B", "O", "C", "C", "C", "I", "C", "C", "I", "O", "H", "H", "H", "H", "H", "H", "H", "H", "H", "H", "H", "H", "C", "O", "N", "C", "C", "H", "H", "H", "H", "H", "H", "H", "C", "O", "N", "C", "C", "H", "H", "H", "H", "H", "H", "H", "C", "O", "N", "C", "C", "H", "H", "H", "H", "H", "H", "H", "C", "O", "N", "C", "C", "H", "H", "H", "H", "H", "H", "H", "C", "O", "N", "C", "C", "H", "H", "H", "H", "H", "H", "H", "C", "O", "N", "C", "C", "H", "H", "H", "H", "H", "H", "H"],
  "positions_angstrom": [[5.9353, 2.4962, -3.4892], [4.4582, 2.7508, -3.1049], [3.8029, 1.5249, -2.9557], [2.6419, 1.5750, -2.0314], [1.6629, 0.4988, -2.2883], [0.6485, 1.0155, -3.0862], [0.5994, 2.5401, -2.8522], [-0.4692, 3.0945, -1.8862], [0.1595, 3.2265, 0.1237], [-1.6705, 3.5139, -2.2777], [-2.2213, 3.4743, -3.6769], [-3.0841, 4.3742, -0.9440], [1.8576, 2.8282, -2.3040], [5.9691, 1.5599, -4.0424], [6.3143, 3.3328, -4.0801], [6.5196, 2.4251, -2.5718], [4.4556, 3.3204, -2.1672], [3.9948, 3.3524, -3.8967], [3.0270, 1.5492, -0.8565], [-0.3055, 0.4811, -3.0185], [0.9618, 0.9101, -4.1421], [0.5246, 3.0925, -3.7819], [-1.6995, 2.7790, -4.3255], [-3.2702, 3.1773, -3.6492], [-2.1437, 4.4557, -4.1520], [1.4806, -3.8843, 0.7115], [2.0456, -4.7808, 1.3244], [1.6644, -2.5760, 0.9118], [0.9519, -1.5650, 0.1439], [2.6088, -2.1501, 1.9341], [0.7447, -4.0960, -0.0840], [1.6481, -0.9221, -0.3939], [0.3550, -0.9455, 0.8163], [0.2930, -2.0455, -0.5773], [3.6075, -2.5257, 1.7035], [2.3128, -2.5378, 2.9042], [2.6275, -1.0648, 1.9737], [0.8154, -2.7820, 5.1004], [1.3943, -1.7138, 5.0304], [0.3888, -3.3494, 6.2441], [-0.2948, -4.6287, 6.2631], [0.6222, -2.6489, 7.4924], [0.5901, -3.3904, 4.2070], [-1.2921, -4.5255, 6.6938], [0.2781, -5.3510, 6.8519], [-0.3832, -5.0035, 5.2446], [0.1408, -1.6706, 7.4760], [1.6910, -2.4944, 7.6484], [0.2150, -3.2373, 8.3115], [-0.3020, 1.8775, -6.7002], [-0.1454, 2.7437, -5.8633], [-0.1085, 2.0557, -8.0228], [-0.2999, 0.9896, -8.9805], [0.3168, 3.3659, -8.4836], [-0.6135, 0.8521, -6.4377], [0.6292, 0.7808, -9.5153], [-1.0701, 1.2579, -9.7077], [-0.6112, 0.0852, -8.4612], [1.2654, 3.6403, -8.0215], [-0.4205, 4.1220, -8.2114], [0.4322, 3.3438, -9.5649], [-4.5440, -4.7908, 7.4608], [-3.4190, -4.3664, 7.2815], [-4.8713, -6.0974, 7.4437], [-6.2265, -6.5571, 7.6596], [-3.8182, -7.0675, 7.1956], [-5.4036, -4.1272, 7.6515], [-6.2762, -7.2109, 8.5330], [-6.5890, -7.1075, 6.7890], [-6.8794, -5.7027, 7.8270], [-3.0424, -6.9892, 7.9581], [-3.3558, -6.8862, 6.2249], [-4.2429, -8.0683, 7.2126], [6.0690, -1.1024, -2.3380], [7.2420, -0.9266, -2.6286], [5.5344, -2.3180, -2.0985], [4.1342, -2.4892, -1.7721], [6.3920, -3.4819, -2.1811], [5.3373, -0.2825, -2.2526], [4.0284, -2.9626, -0.7922], [3.6482, -3.1210, -2.5204], [3.6335, -1.5210, -1.7568], [7.2128, -3.4049, -1.4658], [6.8274, -3.5674, -3.1787], [5.8066, -4.3730, -1.9634], [-6.9801, 7.9333, 2.0282], [-8.1269, 7.5257, 2.0340], [-5.9326, 7.2736, 1.5033], [-4.5869, 7.8119, 1.5257], [-6.1541, 5.9741, 0.8902], [-6.6990, 8.9071, 2.4664], [-4.2045, 7.9302, 0.5102], [-3.9164, 7.1459, 2.0719], [-4.5905, 8.7843, 2.0152], [-6.8543, 6.0582, 0.0592], [-6.5676, 5.2746, 1.6168], [-5.1998, 5.6038, 0.5260]],
  "mulliken_charge": [-1.127, -0.201, -0.328, 0.607, -0.413, -0.287, 0.458, -0.756, 0.002, 0.326, -0.934, 0.055, -0.770, 0.206, 0.410, 0.255, 0.235, 0.179, -0.339, 0.276, 0.084, 0.432, -0.021, 0.480, 0.255, 0.044, -0.648, 0.381, -0.999, -0.789, 0.319, 0.422, 0.346, 0.233, 0.308, 0.015, 0.411, 0.305, -0.643, 0.138, -0.810, -1.000, 0.162, 0.318, 0.308, 0.304, 0.310, 0.320, 0.365, 0.204, -0.647, 0.170, -0.920, -0.961, 0.221, 0.346, 0.339, 0.291, 0.295, 0.280, 0.384, 0.139, -0.606, 0.097, -0.907, -0.883, 0.224, 0.329, 0.331, 0.289, 0.277, 0.276, 0.370, 0.383, -0.672, 0.172, -0.489, -1.028, 0.087, 0.397, 0.280, -0.138, 0.297, 0.288, 0.387, 0.125, -0.598, 0.125, -0.842, -0.576, 0.256, 0.303, 0.321, 0.286, 0.296, 0.298, -0.097]
}

Entry 3:
{
  "formula": "C18H20BrClLiN3O3S",
  "method": "ωB97M-V/def2-TZVPD",
  "molar_mass_g_mol": 480.74,
  "e_tot_ha": -4527.9559,
  "homo_energy_ev": -8.811,
  "e_above_lowest_ev": 0.6260,
  "symbols": ["Li", "Cl", "C", "C", "O", "O", "H", "H", "Br", "C", "C", "C", "C", "N", "C", "H", "H", "H", "H", "C", "C", "C", "N", "C", "S", "N", "C", "O", "C", "C", "C", "C", "C", "C", "H", "H", "H", "H", "H", "H", "H", "H", "H", "H", "H", "H", "H", "H"],
  "positions_angstrom": [[-0.5031, 0.1565, 0.2691], [-4.2274, -1.6787, 0.0521], [-2.7434, -2.5871, -0.1740], [-1.6007, -1.6076, 0.1076], [-1.5312, -1.0981, 1.2394], [-0.8284, -1.3259, -0.8214], [-2.7101, -2.9425, -1.2038], [-2.7403, -3.4120, 0.5392], [2.4279, 4.6958, -1.0558], [2.1647, 3.2921, 0.1881], [2.7259, 3.3550, 1.4544], [2.5200, 2.2835, 2.3076], [1.7550, 1.2166, 1.8591], [1.2151, 1.1724, 0.6506], [1.4161, 2.1830, -0.1726], [3.3061, 4.2138, 1.7567], [2.9487, 2.2781, 3.2989], [1.5583, 0.3597, 2.4837], [0.9617, 2.1070, -1.1466], [-7.0849, 1.7172, 0.6580], [-6.6013, 1.9622, 2.0844], [-5.3520, 1.1383, 2.4079], [-4.2307, 1.5610, 1.6009], [-2.9847, 1.8329, 1.9683], [-1.8399, 2.2180, 0.8302], [-2.6518, 1.8697, 3.3136], [-3.2089, 2.6029, 4.3448], [-2.9111, 2.3575, 5.4922], [-4.1129, 3.7230, 3.9663], [-5.1191, 4.0868, 4.8601], [-5.9276, 5.1762, 4.5990], [-5.7321, 5.9189, 3.4450], [-4.7121, 5.5864, 2.5686], [-3.9015, 4.4968, 2.8281], [-8.0646, 2.1638, 0.5135], [-7.1722, 0.6510, 0.4621], [-6.4001, 2.1464, -0.0704], [-7.3806, 1.6734, 2.7923], [-6.3908, 3.0238, 2.2333], [-5.5584, 0.0849, 2.1829], [-5.0914, 1.2342, 3.4627], [-4.3695, 1.4864, 0.6019], [-1.8221, 1.3402, 3.5575], [-5.2451, 3.5103, 5.7634], [-6.6932, 5.4631, 5.3059], [-6.3659, 6.7659, 3.2345], [-4.5263, 6.1892, 1.6913], [-3.0876, 4.2771, 2.1558]],
  "mulliken_charge": [0.803, -0.172, -0.500, 0.903, -0.748, -0.845, 0.299, 0.268, -0.173, -0.058, -0.106, -0.660, -0.227, -0.432, -0.144, 0.442, 0.398, 0.463, 0.453, -1.331, 0.018, -0.861, 0.431, -0.376, -0.543, 0.147, -0.056, -0.629, 0.538, -0.504, -0.598, -0.394, -0.796, 0.101, 0.402, 0.297, 0.349, 0.382, -0.023, 0.471, 0.311, 0.319, 0.230, 0.455, 0.403, 0.406, 0.427, 0.462]
}

Entry 4:
{
  "formula": "C4H6N2O2",
  "method": "ωB97M-V/def2-TZVPD",
  "molar_mass_g_mol": 114.10,
  "smiles": "[H]/N=C(/N)C1OC=CO1",
  "e_tot_ha": -415.9313,
  "homo_energy_ev": -8.656,
  "e_above_lowest_ev": 2.9736,
  "symbols": ["H", "N", "C", "N", "C", "O", "C", "C", "O", "H", "H", "H", "H", "H"],
  "positions_angstrom": [[1.7580, -0.5646, 1.4763], [1.4953, 0.4288, 1.4434], [0.3393, 0.6522, 1.0404], [-0.1152, 1.9492, 0.8380], [-0.8307, -0.3861, 0.5302], [-1.2826, 0.0270, -0.8142], [-0.3926, -0.5945, -1.6148], [0.0835, -1.6939, -1.0791], [-0.2125, -1.6267, 0.3031], [0.6444, 2.5253, 0.8411], [-0.5784, 2.0948, -0.0911], [-1.6833, -0.2776, 1.2210], [-0.0208, -0.1956, -2.5110], [0.7956, -2.3383, -1.5832]],
  "mulliken_charge": [0.266, -0.756, 0.486, -0.572, 0.233, -0.455, -0.263, -0.140, -0.427, 0.301, 0.276, 0.313, 0.385, 0.352]
}